1.
This record from the OMol25 dataset describes 12 unconnected molecules or ions with the total composition C66H137N5O12 in a non-equilibrium geometry. The level of theory is the ωB97M-V functional and the def2-TZVPD basis.

Positions of all 220 atoms, in Å:
C1 4.27 -2.46 3.86
C2 3.46 -2.08 5.04
O1 3.62 -1.04 5.66
C3 2.40 -3.12 5.46
H1 3.58 -2.64 3.03
H2 4.89 -3.33 4.07
H3 4.92 -1.65 3.54
H4 2.10 -2.85 6.48
H5 2.78 -4.15 5.53
H6 1.55 -3.08 4.79
C4 0.57 3.41 5.13
C5 1.16 3.34 3.81
O2 1.67 2.29 3.46
C6 1.50 4.57 3.05
H7 -0.41 2.95 5.08
H8 0.39 4.45 5.41
H9 1.28 3.01 5.86
H10 2.20 4.30 2.26
H11 2.17 5.22 3.63
H12 0.57 4.91 2.60
C7 4.94 1.11 2.45
C8 5.79 1.72 1.33
O3 6.83 1.25 0.98
C9 5.10 2.74 0.44
H13 4.45 0.17 2.20
H14 4.21 1.88 2.70
H15 5.47 0.91 3.38
H16 5.74 3.07 -0.37
H17 4.56 3.46 1.06
H18 4.32 2.21 -0.11
C10 -0.06 -0.48 0.18
C11 0.96 0.64 0.50
O4 0.64 1.78 0.11
C12 2.35 0.25 1.02
H19 -0.88 -0.20 -0.48
H20 -0.50 -0.83 1.12
H21 0.49 -1.27 -0.33
H22 2.70 1.21 1.38
H23 2.99 -0.19 0.26
H24 2.15 -0.38 1.89
C13 -0.97 -0.87 4.12
C14 -2.29 -1.55 4.51
O5 -3.40 -1.02 4.42
C15 -2.18 -2.97 5.12
H25 -0.72 -1.48 3.26
H26 -0.27 -1.01 4.94
H27 -1.18 0.20 3.98
H28 -2.18 -2.81 6.20
H29 -1.24 -3.44 4.85
H30 -3.02 -3.60 4.81
C16 -4.47 -0.30 1.18
C17 -4.10 -1.66 0.63
O6 -2.91 -2.01 0.65
C18 -5.19 -2.60 0.10
H31 -4.84 -0.39 2.20
H32 -5.29 0.00 0.52
H33 -3.57 0.32 1.20
H34 -5.55 -3.20 0.93
H35 -4.86 -3.21 -0.74
H36 -5.97 -2.00 -0.36
C19 -2.19 -4.11 -2.47
C20 -1.26 -3.91 -3.61
O7 -1.56 -4.36 -4.70
C21 -0.04 -2.96 -3.36
H37 -2.20 -5.18 -2.23
H38 -3.18 -3.76 -2.76
H39 -1.81 -3.64 -1.57
H40 0.10 -2.90 -2.28
H41 -0.19 -1.98 -3.82
H42 0.80 -3.49 -3.79
C22 5.60 -2.80 -0.35
C23 5.87 -2.31 -1.85
C24 7.27 -2.85 -2.33
C25 7.25 -4.30 -2.70
C26 6.23 -4.42 -3.87
C27 4.78 -3.98 -3.42
N1 4.82 -2.64 -2.82
O8 3.63 -2.16 -2.34
C28 3.98 -3.80 -4.66
C29 4.12 -5.11 -2.66
C30 6.01 -0.78 -1.90
H43 6.25 -2.31 0.37
H44 5.72 -3.88 -0.30
H45 4.57 -2.59 -0.05
H46 7.70 -2.24 -3.12
H47 7.98 -2.93 -1.51
H48 6.92 -4.95 -1.89
H49 8.22 -4.68 -3.02
H50 6.25 -5.43 -4.30
H51 6.55 -3.73 -4.65
H52 3.00 -3.33 -4.58
H53 4.50 -3.27 -5.47
H54 3.77 -4.75 -5.15
H55 4.55 -5.26 -1.67
H56 3.12 -4.73 -2.45
H57 4.03 -6.07 -3.17
H58 6.57 -0.40 -1.05
H59 5.12 -0.16 -1.79
H60 6.39 -0.44 -2.86
H61 3.43 -1.43 -2.94
C31 -4.64 3.63 2.22
C32 -3.19 4.02 2.63
C33 -3.07 5.51 2.16
C34 -3.79 6.62 3.12
C35 -3.34 6.31 4.58
C36 -3.53 4.82 4.99
N2 -2.94 3.86 4.07
O9 -3.08 2.55 4.51
C37 -2.79 4.60 6.35
C38 -5.08 4.62 5.19
C39 -2.13 3.10 1.84
H62 -4.52 3.48 1.14
H63 -4.86 2.60 2.52
H64 -5.45 4.34 2.36
H65 -2.02 5.79 2.07
H66 -3.52 5.71 1.19
H67 -3.50 7.64 2.88
H68 -4.88 6.56 3.11
H69 -3.94 7.02 5.16
H70 -2.32 6.65 4.77
H71 -2.84 3.62 6.84
H72 -3.03 5.34 7.11
H73 -1.71 4.63 6.21
H74 -5.71 5.06 4.42
H75 -5.40 5.13 6.10
H76 -5.39 3.59 5.35
H77 -2.05 2.09 2.23
H78 -2.33 3.02 0.77
H79 -1.10 3.45 1.87
H80 -4.02 2.35 4.44
C40 -1.25 -7.30 2.32
C41 0.24 -7.19 1.83
C42 0.44 -7.71 0.37
C43 0.04 -6.63 -0.66
C44 0.85 -5.37 -0.38
C45 0.63 -4.77 1.04
N3 0.76 -5.85 2.02
O10 0.74 -5.43 3.34
C46 1.89 -3.72 1.23
C47 -0.73 -4.01 1.19
C48 1.02 -8.21 2.64
H81 -1.53 -8.35 2.21
H82 -1.93 -6.66 1.75
H83 -1.43 -6.98 3.35
H84 1.50 -7.96 0.29
H85 -0.18 -8.56 0.08
H86 -1.04 -6.46 -0.59
H87 0.26 -6.95 -1.68
H88 0.41 -4.72 -1.14
H89 1.91 -5.47 -0.61
H90 1.85 -3.34 2.26
H91 2.84 -4.25 1.12
H92 1.94 -2.90 0.52
H93 -0.68 -3.16 0.51
H94 -1.63 -4.60 1.05
H95 -0.85 -3.57 2.18
H96 2.08 -7.97 2.70
H97 0.83 -9.23 2.30
H98 0.65 -8.18 3.67
H99 1.68 -5.32 3.53
C49 -1.06 4.41 -1.49
C50 -0.10 5.30 -2.22
C51 -0.57 6.74 -2.08
C52 0.40 7.80 -2.70
C53 1.73 7.64 -1.82
C54 2.33 6.19 -1.93
N4 1.26 5.17 -1.60
O11 1.77 3.88 -1.58
C55 3.09 5.94 -3.24
C56 3.25 6.12 -0.80
C57 -0.14 4.98 -3.73
H100 -1.27 4.80 -0.49
H101 -0.71 3.40 -1.30
H102 -1.97 4.17 -2.04
H103 -1.54 6.90 -2.56
H104 -0.59 6.96 -1.02
H105 -0.03 8.80 -2.64
H106 0.66 7.56 -3.73
H107 1.48 7.87 -0.78
H108 2.44 8.42 -2.06
H109 2.52 6.03 -4.16
H110 3.92 6.63 -3.28
H111 3.51 4.93 -3.17
H112 4.01 6.90 -0.72
H113 2.74 6.12 0.17
H114 3.78 5.17 -0.85
H115 0.48 5.60 -4.37
H116 -1.12 5.11 -4.19
H117 0.24 3.97 -3.92
H118 1.25 3.49 -0.87
C58 -6.76 -1.04 -5.33
C59 -5.26 -0.57 -5.26
C60 -5.13 0.60 -6.26
C61 -3.97 1.47 -6.01
C62 -3.79 1.86 -4.56
C63 -3.81 0.60 -3.57
N5 -5.03 -0.10 -3.87
O12 -5.34 -1.08 -2.93
C64 -2.44 -0.19 -3.78
C65 -3.85 1.14 -2.08
C66 -4.34 -1.79 -5.54
H119 -6.82 -1.98 -4.77
H120 -7.11 -1.21 -6.35
H121 -7.46 -0.35 -4.86
H122 -5.07 0.27 -7.30
H123 -6.04 1.21 -6.24
H124 -3.89 2.31 -6.70
H125 -3.14 0.79 -6.23
H126 -4.65 2.51 -4.40
H127 -2.92 2.52 -4.49
H128 -1.55 0.34 -3.46
H129 -2.39 -1.21 -3.39
H130 -2.27 -0.29 -4.85
H131 -2.88 1.48 -1.73
H132 -4.50 2.00 -1.95
H133 -4.04 0.32 -1.38
H134 -3.36 -1.58 -5.98
H135 -4.85 -2.53 -6.16
H136 -3.99 -2.39 -4.70
H137 -5.63 -0.51 -2.21

Output
HOMO   -0.2892 Eh
Structure (SMILES)   CC1(C)CCCC(C)(C)N1O.CC1(C)CCCC(C)(C)N1O.CC1(C)CCCC(C)(C)N1O.CC1(C)CCCC(C)(C)N1O.CC1(C)CCCC(C)(C)N1O.CC(C)=O.CC(C)=O.CC(C)=O.CC(C)=O.CC(C)=O.CC(C)=O.CC(C)=O
E   -3773.22799 Eh
E_LUMO   0.5 eV
Kohn-Sham gap   8.3328 eV


2.
This record from the OMol25 dataset describes 8 unconnected molecules or ions with the total composition C66H137N7O10 in a non-equilibrium geometry. The level of theory is the ωB97M-V functional and the def2-TZVPD basis.

Positions of all 220 atoms, in Å:
C1 -2.37 -8.33 0.35
C2 -2.43 -6.85 -0.16
C3 -0.98 -6.31 -0.12
C4 -0.10 -6.89 -1.19
C5 -0.69 -6.72 -2.53
C6 -2.18 -7.24 -2.71
N1 -2.98 -6.78 -1.53
O1 -4.29 -7.13 -1.66
C7 -2.72 -6.49 -3.98
C8 -2.18 -8.80 -2.98
C9 -3.27 -6.02 0.92
H1 -1.72 -8.97 -0.26
H2 -3.34 -8.83 0.41
H3 -2.04 -8.15 1.37
H4 -1.06 -5.22 -0.05
H5 -0.56 -6.42 0.88
H6 0.03 -7.92 -0.84
H7 0.87 -6.39 -1.18
H8 0.01 -7.25 -3.18
H9 -0.60 -5.64 -2.63
H10 -3.78 -6.67 -4.15
H11 -2.66 -5.41 -3.86
H12 -2.07 -6.71 -4.83
H13 -1.23 -9.24 -2.65
H14 -3.09 -9.11 -2.47
H15 -2.22 -9.07 -4.03
H16 -3.25 -4.94 0.79
H17 -2.93 -6.28 1.93
H18 -4.32 -6.23 0.74
H19 -4.79 -6.32 -1.71
C10 3.98 -1.60 3.95
C11 3.09 -1.38 5.21
C12 2.30 0.01 5.16
C13 0.93 -0.06 4.46
C14 0.09 -1.26 4.89
C15 0.84 -2.64 4.68
N2 2.13 -2.54 5.48
O2 2.79 -3.81 5.49
C16 -0.16 -3.67 5.30
C17 1.10 -2.87 3.18
C18 4.04 -1.44 6.38
H20 3.30 -1.80 3.13
H21 4.75 -2.37 4.06
H22 4.47 -0.70 3.57
H23 2.14 0.31 6.19
H24 3.01 0.76 4.80
H25 1.08 -0.10 3.38
H26 0.37 0.85 4.66
H27 -0.88 -1.21 4.39
H28 -0.08 -1.16 5.96
H29 -0.39 -3.55 6.36
H30 -1.10 -3.85 4.78
H31 0.27 -4.67 5.25
H32 1.79 -3.71 3.08
H33 0.16 -3.26 2.78
H34 1.35 -2.02 2.56
H35 3.46 -1.28 7.28
H36 4.65 -0.54 6.43
H37 4.67 -2.30 6.60
H38 2.81 -4.08 6.40
C19 -0.52 7.02 -4.87
C20 -1.13 6.23 -6.06
C21 -2.59 6.84 -6.31
C22 -2.70 8.01 -7.32
C23 -1.80 7.84 -8.54
C24 -0.32 7.42 -8.24
N3 -0.36 6.25 -7.35
O3 0.89 5.59 -7.20
C25 0.35 7.07 -9.56
C26 0.35 8.63 -7.68
C27 -1.25 4.73 -5.64
H39 -0.70 8.09 -4.84
H40 0.56 6.94 -4.93
H41 -0.66 6.53 -3.90
H42 -3.22 5.98 -6.50
H43 -2.95 7.27 -5.38
H44 -2.28 8.88 -6.81
H45 -3.72 8.15 -7.69
H46 -1.88 8.73 -9.18
H47 -2.17 7.14 -9.29
H48 0.23 7.91 -10.24
H49 1.41 6.81 -9.48
H50 -0.14 6.29 -10.15
H51 0.81 9.25 -8.45
H52 -0.41 9.35 -7.38
H53 1.04 8.45 -6.86
H54 -0.30 4.37 -5.24
H55 -1.47 4.10 -6.50
H56 -2.01 4.71 -4.86
H57 0.64 4.80 -7.67
C28 -7.03 -2.74 6.14
C29 -7.02 -1.50 5.19
C30 -6.62 -0.28 6.02
C31 -5.17 -0.08 6.27
C32 -4.35 -0.22 5.02
C33 -4.64 -1.53 4.23
N4 -6.04 -1.72 4.09
O4 -6.35 -2.78 3.27
C34 -3.97 -1.32 2.82
C35 -3.97 -2.75 4.94
C36 -8.47 -1.26 4.63
H58 -6.09 -2.97 6.64
H59 -7.25 -3.75 5.80
H60 -7.78 -2.52 6.90
H61 -6.91 0.68 5.59
H62 -6.98 -0.35 7.04
H63 -4.81 -0.85 6.96
H64 -5.11 0.90 6.73
H65 -3.30 -0.02 5.24
H66 -4.63 0.61 4.37
H67 -2.90 -1.27 3.01
H68 -4.17 -2.09 2.08
H69 -4.31 -0.38 2.39
H70 -4.01 -2.72 6.03
H71 -4.47 -3.70 4.74
H72 -2.90 -2.82 4.71
H73 -8.83 -2.18 4.19
H74 -8.44 -0.43 3.93
H75 -9.13 -1.07 5.48
H76 -6.89 -2.32 2.62
C37 -2.04 -1.06 -0.23
C38 -0.85 -1.49 -1.09
C39 -1.39 -2.32 -2.40
C40 -1.99 -1.33 -3.41
C41 -0.99 -0.22 -3.76
C42 -0.40 0.53 -2.64
N5 0.09 -0.42 -1.59
O5 0.72 0.17 -0.52
C43 0.81 1.40 -3.20
C44 -1.49 1.52 -2.09
C45 -0.03 -2.52 -0.22
H77 -2.38 -1.97 0.26
H78 -2.79 -0.52 -0.81
H79 -1.76 -0.26 0.46
H80 -0.61 -2.83 -2.96
H81 -2.23 -2.98 -2.16
H82 -2.95 -0.91 -3.10
H83 -2.27 -1.91 -4.30
H84 -1.47 0.52 -4.41
H85 -0.18 -0.66 -4.33
H86 1.20 2.05 -2.41
H87 1.60 0.73 -3.53
H88 0.53 2.04 -4.04
H89 -2.52 1.25 -2.30
H90 -1.37 1.55 -1.01
H91 -1.46 2.47 -2.62
H92 0.65 -2.08 0.51
H93 0.72 -3.10 -0.78
H94 -0.67 -3.24 0.29
H95 1.59 0.30 -0.91
C46 0.36 4.18 1.16
C47 0.49 4.19 2.77
C48 1.73 3.38 3.17
C49 1.94 3.52 4.71
C50 2.29 4.99 5.06
C51 1.25 6.04 4.56
N6 0.75 5.58 3.18
O6 -0.20 6.51 2.68
C52 0.09 6.26 5.46
C53 1.98 7.37 4.39
C54 -0.78 3.65 3.38
H96 1.16 4.75 0.69
H97 -0.58 4.60 0.81
H98 0.38 3.19 0.70
H99 1.82 2.37 2.76
H100 2.60 3.89 2.75
H101 2.75 2.88 5.08
H102 1.10 3.12 5.29
H103 3.31 5.22 4.76
H104 2.10 4.97 6.13
H105 -0.59 5.43 5.60
H106 0.41 6.42 6.49
H107 -0.52 7.15 5.31
H108 1.31 8.03 3.83
H109 2.19 7.92 5.30
H110 2.93 7.38 3.84
H111 -0.80 3.60 4.47
H112 -0.84 2.59 3.11
H113 -1.61 4.13 2.86
H114 -1.08 6.23 2.94
C55 8.20 -0.91 0.35
C56 6.91 -0.79 -0.58
C57 7.32 -1.57 -1.84
C58 6.18 -2.01 -2.67
C59 5.04 -2.72 -1.92
C60 4.55 -1.95 -0.62
N7 5.79 -1.43 0.06
O7 5.55 -0.90 1.39
C61 3.73 -0.72 -1.02
C62 3.71 -3.02 0.24
C63 6.69 0.75 -0.82
H115 9.10 -0.59 -0.17
H116 8.52 -1.94 0.52
H117 8.15 -0.36 1.28
H118 8.01 -0.97 -2.43
H119 7.95 -2.45 -1.70
H120 6.53 -2.76 -3.38
H121 5.79 -1.26 -3.36
H122 5.44 -3.68 -1.62
H123 4.27 -2.84 -2.69
H124 4.20 -0.06 -1.74
H125 2.92 -1.18 -1.59
H126 3.40 -0.17 -0.14
H127 3.11 -2.56 1.03
H128 2.95 -3.37 -0.46
H129 4.32 -3.78 0.72
H130 6.20 1.19 0.05
H131 6.10 0.74 -1.74
H132 7.61 1.22 -1.15
H133 5.87 -1.61 1.95
C64 3.67 1.37 -6.35
C65 3.15 0.04 -6.88
O8 1.78 0.32 -6.96
C66 1.59 1.63 -6.93
O9 0.55 2.21 -7.31
O10 2.68 2.27 -6.67
H134 4.60 1.55 -6.90
H135 3.75 1.31 -5.26
H136 3.39 -0.81 -6.24
H137 3.62 -0.21 -7.84

Output
HOMO   -0.2898 Eh
Structure (SMILES)   CC1(C)CCCC(C)(C)N1O.CC1(C)CCCC(C)(C)N1O.CC1(C)CCCC(C)(C)N1O.CC1(C)CCCC(C)(C)N1O.CC1(C)CCCC(C)(C)N1O.CC1(C)CCCC(C)(C)N1O.CC1(C)CCCC(C)(C)N1O.O=C1OCCO1
E   -3732.12499 Eh
E_LUMO   0.2 eV
Kohn-Sham gap   8.0727 eV